Entry 1:
{"formula": "C27H34BEuN12O2S2", "method": "ωB97M-V/def2-TZVPD", "homo_lumo_gap_ev": [7.4, 9.3], "fmax_ev_per_a": 4.5, "spin_multiplicity": 7, "charge": 2, "symbols": ["Eu", "C", "C", "N", "N", "C", "B", "N", "C", "C", "C", "N", "N", "C", "C", "C", "N", "H", "H", "H", "H", "H", "H", "H", "H", "H", "H", "C", "O", "C", "O", "N", "N", "H", "H", "H", "H", "H", "H", "C", "C", "C", "N", "N", "C", "N", "S", "H", "H", "H", "H", "H", "H", "H", "N", "S", "C", "C", "C", "C", "C", "C", "C", "C", "C", "C", "C", "C", "H", "H", "H", "H", "H", "H", "H", "H", "H", "H", "H"], "xyz": [[0.2346, 1.3960, -0.2350], [-3.8812, 0.1168, -2.4078], [-2.5460, 0.0800, -2.3193], [-2.1196, 0.7153, -1.1766], [-3.2057, 1.0171, -0.4884], [-4.3324, 0.6654, -1.1747], [-3.1849, 1.6354, 0.9562], [-2.3943, 0.6959, 2.0048], [-2.8420, -0.0909, 2.9520], [-1.7213, -0.7093, 3.4539], [-0.6667, -0.2848, 2.7027], [-1.0281, 0.6405, 1.8618], [-2.5559, 2.9890, 0.8123], [-3.2662, 4.1025, 0.8475], [-2.5400, 5.1154, 0.3100], [-1.2582, 4.5830, 0.0643], [-1.3135, 3.2325, 0.3812], [-4.4461, -0.3047, -3.1835], [-1.6587, -0.2433, -2.8813], [-5.2708, 1.0446, -0.8916], [-4.3094, 1.7142, 1.2845], [-3.8484, -0.2535, 3.2440], [-1.7452, -1.6350, 4.0413], [0.3657, -0.6573, 2.7396], [-4.3167, 4.0179, 1.0397], [-2.8193, 6.1394, 0.2213], [-0.3526, 5.0628, -0.4056], [3.4062, 4.9988, -2.0113], [2.4486, 4.3357, -2.8388], [1.7280, 3.3773, -2.3449], [1.6217, 3.1042, -1.1579], [1.0915, 2.6101, -3.2665], [0.1132, 1.6726, -2.7691], [3.9923, 5.6139, -2.6734], [4.0354, 4.3092, -1.5261], [2.9306, 5.6904, -1.3665], [1.1379, 2.9014, -4.2317], [0.3428, 0.7191, -3.0877], [-0.7907, 1.9978, -3.1790], [6.2827, 0.0122, 0.1222], [4.8213, -0.5142, 0.0298], [3.8644, 0.2128, 0.8812], [2.6371, 0.5479, 0.5582], [2.0626, 1.3402, 1.4963], [2.7694, 1.4907, 2.5802], [2.3795, 2.2119, 3.6043], [4.2915, 0.7838, 2.4698], [6.8804, -0.5056, -0.6240], [6.6790, -0.3273, 1.0906], [6.4052, 1.0815, 0.0026], [4.7766, -1.5889, 0.2332], [4.4048, -0.4433, -0.9551], [1.3876, 2.1521, 3.6130], [2.8500, 2.1565, 4.5033], [0.3725, -0.9681, -1.1528], [-0.6655, -1.7637, -0.2292], [0.1986, -2.8706, 0.8842], [-0.5911, -3.5877, 1.7506], [0.1193, -4.4141, 2.5777], [1.5019, -4.6655, 2.4388], [2.2425, -3.9090, 1.5883], [1.5986, -2.9745, 0.8130], [-1.6893, -2.9294, -1.1038], [-1.0745, -3.7925, -2.0128], [-1.9655, -4.6884, -2.6360], [-3.3146, -4.6739, -2.2888], [-3.8789, -3.7059, -1.4743], [-3.0347, -2.7849, -0.8974], [1.0555, -1.5602, -1.6551], [-1.6619, -3.5057, 1.8753], [-0.4412, -4.9878, 3.3149], [1.9459, -5.4719, 3.0137], [3.2660, -4.2294, 1.5396], [2.1973, -2.4652, 0.0701], [0.0074, -4.0634, -2.0860], [-1.5206, -5.4802, -3.2155], [-3.9633, -5.5012, -2.5620], [-4.9042, -3.7154, -1.2870], [-3.3268, -2.0168, -0.1717]], "forces_ev_per_angstrom": [[-0.5, -0.8, 0.5], [-1.9, 0.0, 1.4], [4.0, 1.5, 1.3], [0.3, -0.8, -0.2], [-1.6, -0.3, 0.3], [2.6, 0.2, -1.4], [0.4, -1.6, 0.3], [-0.4, 3.2, -3.1], [1.2, -0.6, 0.4], [-0.6, -2.9, 1.2], [2.3, -0.8, 1.0], [-1.4, 0.6, -1.2], [0.6, 0.2, 0.7], [-1.2, -0.2, -0.7], [1.8, 1.0, 0.1], [-0.5, -1.3, -0.1], [1.2, 1.4, -1.1], [-0.9, -0.3, -0.8], [-1.2, -0.3, -0.4], [-1.0, -0.1, 0.5], [-0.4, 0.1, 0.3], [-0.7, 0.3, -0.1], [0.2, 0.9, 0.2], [-0.5, 0.4, 0.1], [-0.2, 0.3, 0.4], [-0.2, 0.4, -0.1], [-1.2, -0.8, 0.9], [0.0, 0.9, -0.9], [-0.2, -0.2, -0.8], [-0.3, -0.7, -0.6], [0.1, 0.0, 1.5], [0.0, -0.2, 0.3], [0.2, 1.4, -1.6], [0.2, -0.1, -0.4], [0.6, -0.9, 0.8], [-0.6, 0.3, 1.0], [-0.3, -0.3, -0.1], [-0.2, 0.6, -0.1], [0.7, -0.8, 0.7], [-0.5, -1.3, 0.4], [0.5, -0.1, -0.2], [-1.1, 0.3, 0.3], [1.8, 0.1, -0.1], [-1.4, -0.1, 0.1], [1.0, -0.3, -1.3], [-0.6, 0.6, 1.4], [1.1, -0.7, -0.3], [0.0, 0.1, -0.1], [0.1, 0.4, -0.2], [-0.2, 0.1, 0.0], [0.2, 0.1, 0.3], [0.0, 0.2, -0.8], [-1.0, 0.7, 0.8], [-0.2, 0.0, -0.4], [0.4, 0.1, -0.2], [-0.2, -0.1, 0.5], [0.9, 0.9, -1.5], [0.8, 0.1, 0.7], [0.3, -1.7, 0.9], [-1.8, -0.3, 1.2], [0.2, -0.8, 0.2], [-0.6, 0.1, -0.6], [2.3, 0.8, -0.7], [-1.0, -1.6, 0.1], [0.7, 0.3, 0.9], [-0.4, -0.6, -0.3], [1.4, -0.1, -0.4], [-0.1, 0.3, 0.9], [-0.5, 0.3, 0.5], [0.0, 0.2, -0.3], [0.2, 0.0, -0.1], [0.0, 0.2, 0.0], [0.5, 0.7, -0.5], [-0.4, 0.4, -0.1], [-0.9, 1.0, 0.1], [-0.3, -0.2, -0.3], [0.2, 0.2, -0.5], [-1.5, 0.0, 0.4], [-0.3, -0.3, -0.4]]}

Entry 2:
{"formula": "C35H98N10O11", "method": "ωB97M-V/def2-TZVPD", "homo_lumo_gap_ev": 8.9, "fmax_ev_per_a": 3.5, "symbols": ["C", "O", "C", "C", "C", "N", "H", "H", "H", "H", "H", "H", "H", "H", "H", "H", "H", "C", "O", "C", "C", "C", "N", "H", "H", "H", "H", "H", "H", "H", "H", "H", "H", "H", "C", "O", "C", "C", "C", "N", "H", "H", "H", "H", "H", "H", "H", "H", "H", "H", "H", "C", "O", "C", "C", "C", "N", "H", "H", "H", "H", "H", "H", "H", "H", "H", "H", "H", "C", "O", "C", "C", "C", "N", "H", "H", "H", "H", "H", "H", "H", "H", "H", "H", "H", "C", "O", "C", "C", "C", "N", "H", "H", "H", "H", "H", "H", "H", "H", "H", "H", "H", "C", "O", "C", "C", "C", "N", "H", "H", "H", "H", "H", "H", "H", "H", "H", "H", "H", "C", "O", "C", "C", "C", "N", "H", "H", "H", "H", "H", "H", "H", "H", "H", "H", "H", "N", "C", "N", "O", "H", "H", "H", "H", "O", "C", "C", "O", "H", "H", "H", "H", "H", "H"], "xyz": [[9.0851, 3.7307, 1.0419], [7.7192, 3.8269, 0.7508], [6.9844, 2.5663, 0.8047], [6.9197, 2.1301, 2.3005], [6.2060, 0.7732, 2.3842], [6.1623, 3.0608, 3.1093], [9.5173, 2.7753, 0.7443], [9.2521, 3.6801, 2.1178], [9.6209, 4.5026, 0.4895], [6.0054, 2.7804, 0.3760], [7.4055, 1.8348, 0.1151], [7.9312, 2.1285, 2.7065], [5.3471, 0.6295, 3.0397], [6.8165, -0.0972, 2.6248], [5.6583, 0.5385, 1.4716], [6.4155, 2.6675, 4.0045], [6.5722, 3.9836, 3.0890], [-0.0214, -1.2031, -6.6409], [-0.0603, -2.2399, -5.5793], [-1.0231, -2.0060, -4.5169], [-1.6652, -3.1973, -3.7368], [-2.6699, -2.6980, -2.7744], [-0.6429, -3.8899, -2.9856], [0.3252, -0.2605, -6.2173], [-1.0088, -1.1684, -7.1013], [0.6461, -1.3079, -7.4962], [-0.5783, -1.2983, -3.8173], [-1.8663, -1.5059, -4.9934], [-2.1609, -3.7925, -4.5037], [-2.2521, -1.7698, -2.3843], [-2.8728, -3.3171, -1.9005], [-3.5905, -2.3902, -3.2703], [0.1276, -3.9591, -3.6350], [-0.2938, -3.4850, -2.1287], [2.4471, -3.7650, 6.0046], [3.3152, -4.7001, 5.5540], [3.4598, -4.7871, 4.1203], [2.1634, -5.2093, 3.3546], [1.6481, -6.6211, 3.8681], [2.3268, -5.3162, 1.9211], [2.5378, -2.7349, 5.6597], [2.4381, -3.6224, 7.0852], [1.4034, -3.8692, 5.7081], [3.8274, -3.9109, 3.5862], [4.3005, -5.4604, 3.9533], [1.3261, -4.5249, 3.4910], [0.7954, -7.0242, 3.3218], [1.2685, -6.3634, 4.8569], [2.3740, -7.4005, 4.0998], [2.1117, -6.2308, 1.5505], [3.3259, -5.2084, 1.8190], [-4.7051, 1.0891, -6.3690], [-4.3700, 1.9038, -5.2341], [-5.6180, 2.1166, -4.5286], [-5.2953, 2.9709, -3.3195], [-4.3980, 2.3527, -2.2881], [-6.4762, 3.5083, -2.6501], [-5.4729, 1.6553, -6.8964], [-5.0326, 0.0734, -6.1474], [-3.8153, 0.8709, -6.9595], [-6.4554, 2.5743, -5.0553], [-5.9138, 1.1626, -4.0924], [-4.8877, 3.8868, -3.7474], [-4.9412, 1.5560, -1.7799], [-4.0091, 3.1158, -1.6139], [-3.8191, 1.7069, -2.9483], [-7.1445, 3.9678, -3.2520], [-6.1727, 4.1574, -1.9383], [-1.0874, 8.4041, -2.7635], [-1.5006, 7.0889, -3.2341], [-0.3405, 6.4208, -3.7990], [-0.8718, 4.9532, -3.9882], [0.3780, 4.0390, -3.9812], [-1.5703, 4.8812, -5.3018], [-1.0179, 9.1112, -3.5901], [-0.2561, 8.4579, -2.0606], [-1.9030, 8.8416, -2.1877], [0.0690, 6.6947, -4.7714], [0.5613, 6.5220, -3.1951], [-1.3710, 4.4912, -3.1365], [0.0155, 3.0111, -3.9944], [1.0007, 4.1610, -3.0949], [1.0163, 4.2368, -4.8423], [-2.3707, 5.4838, -5.1745], [-1.8730, 3.9422, -5.5178], [7.0680, 0.8553, -6.5983], [6.2344, 0.6617, -5.4109], [6.0601, -0.7866, -5.2302], [5.1791, -1.1224, -3.9579], [5.2311, -2.6323, -3.5825], [3.8771, -0.5153, -3.9583], [6.5155, 1.3587, -7.3916], [7.3662, -0.0380, -7.1471], [7.8517, 1.5355, -6.2646], [5.6140, -1.2570, -6.1065], [7.0021, -1.2830, -4.9971], [5.6796, -0.5863, -3.1516], [5.8390, -2.8397, -2.7019], [5.6433, -3.1584, -4.4435], [4.2219, -2.9007, -3.2701], [3.9092, 0.4923, -3.8955], [3.3306, -0.7547, -4.7732], [-4.6935, -4.8179, 2.4422], [-6.0840, -4.5170, 2.7975], [-7.0495, -5.5983, 3.0995], [-6.5844, -6.8782, 3.8116], [-7.8190, -7.8463, 4.0494], [-5.8749, -6.5776, 5.0853], [-4.1185, -3.9339, 2.1664], [-4.6493, -5.5732, 1.6576], [-4.1769, -5.1920, 3.3261], [-7.8194, -5.1773, 3.7461], [-7.6524, -5.8994, 2.2428], [-5.8558, -7.2539, 3.0932], [-8.1612, -8.2282, 3.0876], [-8.6085, -7.3994, 4.6536], [-7.6359, -8.7171, 4.6790], [-6.6431, -6.3478, 5.6995], [-5.6725, -5.5979, 4.9463], [-4.4875, 1.3084, 8.3820], [-3.7496, 2.2513, 7.7008], [-3.5923, 2.1275, 6.2966], [-3.0440, 0.8062, 5.7192], [-1.5539, 0.6038, 6.1249], [-3.3831, 0.7037, 4.3643], [-4.4871, 1.5992, 9.4325], [-3.9456, 0.3746, 8.2318], [-5.4797, 1.0743, 7.9962], [-4.4452, 2.4729, 5.7122], [-2.9103, 2.9099, 5.9637], [-3.5944, -0.0291, 6.1521], [-1.5236, 0.6333, 7.2141], [-0.9111, 1.3897, 5.7284], [-1.1941, -0.3582, 5.7597], [-2.9443, 1.5103, 3.9436], [-2.8045, 0.0421, 3.8667], [1.6648, -1.1863, 0.2358], [0.5134, -0.5215, 0.3483], [0.5166, 0.5708, -0.4198], [-0.5168, -0.7957, 0.8800], [1.5529, -2.1679, 0.4459], [2.3680, -0.9253, -0.4405], [-0.3312, 1.0547, -0.6792], [1.3799, 1.0644, -0.2434], [-0.1736, 4.6858, 2.7429], [0.5628, 5.1101, 1.6377], [2.1042, 4.9545, 1.7264], [2.2228, 3.7828, 2.5797], [0.4015, 3.9730, 3.0306], [0.2805, 4.6403, 0.6956], [0.2490, 6.1283, 1.4076], [2.6942, 5.7100, 2.2453], [2.4683, 4.7497, 0.7196], [3.1366, 3.5950, 2.8063]], "forces_ev_per_angstrom": [[0.2, -1.0, 0.1], [-1.0, -0.7, -0.7], [0.7, 1.4, 1.1], [-0.7, -0.7, -1.7], [-0.4, -1.2, -0.3], [-0.3, 0.1, 0.3], [-0.1, -0.3, -0.6], [0.2, 0.9, 0.2], [-0.1, 0.2, 0.5], [-0.2, 0.2, 0.5], [0.5, -0.3, 0.3], [0.3, -0.7, -0.3], [0.2, 1.0, 0.8], [0.4, 0.2, -0.3], [0.5, 0.0, -0.6], [-0.7, 0.6, 0.8], [0.2, 0.2, -0.2], [-0.8, -0.4, 1.4], [0.4, -0.3, -0.8], [-0.7, 1.2, -1.1], [1.6, 0.5, -0.5], [-0.7, 1.8, 0.4], [0.6, -1.5, -1.1], [-0.6, 0.3, 0.3], [-0.2, 0.5, 0.3], [0.5, -1.4, 0.5], [0.1, 0.0, 0.3], [-0.3, 0.4, 0.0], [0.4, -0.8, 0.1], [-0.1, 0.2, 0.4], [0.0, -0.4, -0.4], [-0.2, -0.2, 0.1], [0.5, -0.4, 0.3], [-0.5, 0.5, -0.1], [-2.3, 2.4, 0.6], [1.3, -0.8, -1.7], [-0.7, -0.3, -0.3], [-1.0, -3.0, 0.9], [-0.2, 1.7, 1.5], [1.6, 0.9, -0.6], [1.2, 0.3, -0.5], [0.4, -0.7, 0.1], [-0.4, -1.0, 0.0], [-0.1, 1.0, 0.7], [-0.4, -0.7, 0.1], [0.3, 0.3, 0.6], [0.2, 0.2, -0.3], [-0.3, -0.3, 0.3], [0.4, 0.2, -0.6], [-0.1, -0.1, 0.3], [0.3, 0.0, -1.0], [0.7, 0.3, 0.1], [-1.7, -0.5, -0.5], [1.2, -0.6, 2.1], [-0.8, 2.5, -0.3], [-0.8, -1.3, -1.3], [-1.1, -0.9, 0.5], [0.1, -0.5, -0.6], [-0.6, 0.1, 0.7], [0.1, 0.8, -0.2], [0.3, -0.1, -0.7], [-0.5, -0.4, -0.4], [1.3, -0.2, -0.3], [-0.5, 0.4, 0.6], [0.6, -0.6, -0.2], [1.7, 0.6, 0.6], [0.2, 0.1, -0.2], [-0.2, 0.1, 0.0], [-1.9, 0.1, -0.1], [2.5, 1.8, 0.0], [-1.9, -2.1, 0.5], [2.9, -0.3, -0.5], [-0.3, 0.0, -0.7], [0.7, 0.5, 1.4], [0.7, -0.2, -0.2], [0.5, -0.6, -0.4], [-0.4, -0.4, 0.1], [-0.9, 0.8, -0.5], [-0.3, -0.3, 0.9], [-1.0, 1.0, 0.2], [0.3, -0.2, -0.2], [-0.2, 0.1, 0.2], [0.0, -0.2, -0.2], [-0.4, -0.1, -0.4], [-0.2, -0.1, 0.2], [-1.0, 1.0, 0.5], [0.4, -2.5, -1.1], [-0.8, 0.3, 1.7], [1.6, 1.3, 0.0], [-0.4, 1.1, -0.3], [-1.0, -0.4, 0.0], [-0.4, 0.5, 0.3], [0.5, -0.3, 0.9], [0.4, -0.4, -0.4], [-0.1, 0.1, -0.3], [0.5, 0.2, -0.4], [0.3, 0.0, 0.1], [0.3, 0.2, -0.2], [-0.4, -0.6, 0.2], [0.0, -0.4, -0.6], [0.2, 0.0, -0.1], [-0.1, -0.1, -0.1], [-1.1, -0.8, 0.9], [0.0, -0.8, 0.2], [-0.2, 0.4, 0.3], [-0.1, -0.1, -0.1], [1.2, 0.3, -0.2], [-1.0, 0.7, -0.7], [-0.8, 0.3, -0.2], [0.1, 0.1, -0.1], [0.0, -0.3, 0.1], [0.2, 0.7, 0.2], [0.5, 0.1, -0.7], [0.1, -0.9, 0.3], [-0.4, 0.2, 0.1], [-0.2, 0.7, -0.6], [0.9, -0.1, -0.2], [-0.5, -0.8, 0.9], [1.3, 0.5, -0.2], [0.5, -1.5, -0.2], [0.6, 1.6, -1.1], [0.2, 0.3, -0.8], [0.3, -0.9, 2.8], [-1.0, 0.2, -0.2], [0.6, 1.1, -2.5], [-0.2, -0.1, -0.1], [-0.1, -0.6, 0.7], [-0.4, 0.6, 0.0], [-1.0, -0.7, 0.3], [0.6, 0.1, 0.6], [0.0, -0.1, 0.7], [0.3, -0.1, 0.0], [0.0, 0.1, 0.0], [0.0, -0.1, 0.1], [-0.4, 1.0, -0.6], [-0.1, -1.1, 0.3], [1.3, -2.1, 1.2], [-1.4, 1.1, -1.7], [1.7, 2.6, -1.6], [-1.6, -2.4, 2.0], [0.6, 0.0, 0.2], [-0.5, -0.1, 0.0], [0.3, 0.0, 0.8], [-0.3, 0.9, -0.9], [0.6, -0.1, -0.2], [0.0, 1.6, -1.4], [-0.6, -1.2, 1.5], [0.0, -0.2, -0.6], [-0.2, -0.6, 0.8], [-0.3, -0.9, 0.1], [0.4, 0.4, 0.3], [-0.4, 0.6, -0.4], [0.3, 0.1, 0.0], [0.2, 0.1, -0.1]]}